# 1
Here is a molecular structure, C11H13F6NOPt from OMol25. Energies are from ωB97M-V/def2-TZVPD.

Calculated values
- Relative energy (zero: lowest compared OMol25 entry of this formula, charge and spin): 0.0 kcal per mole
- HOMO energy (alpha / beta): -7.42 / -7.82 eV
- Spin multiplicity: 5
- Kohn-Sham gap (alpha / beta): 6.50 / 4.97 eV

The geometry in XYZ format:
```
33
Properties=species:S:1:pos:R:3:lowdin_charge:R:1
C -0.608 1.348 -2.873 -0.096
C 0.790 0.956 -2.786 -0.131
C 1.250 1.223 -1.501 -0.100
C 0.138 1.726 -0.725 -0.117
C -1.006 1.815 -1.619 -0.100
Pt -0.851 -1.312 -0.690 1.055
N -2.678 -0.564 0.091 -0.029
C 0.473 -2.328 -1.585 -0.452
C 1.668 -2.052 -2.315 0.036
H 2.241 1.080 -1.096 0.099
H 1.363 0.527 -3.594 0.083
H 0.235 2.314 0.173 0.100
H -1.965 2.234 -1.309 0.104
H -1.217 1.284 -3.774 0.096
H 1.610 -1.737 -3.355 0.056
H 0.553 -3.175 -0.866 0.060
H -3.178 -0.793 -0.797 -0.062
H 2.607 -2.230 -1.812 0.065
H -0.422 -2.486 -2.293 0.056
C -1.216 -0.780 2.519 -0.028
C -0.179 0.127 1.893 -0.409
O -0.284 0.203 0.514 -0.358
C -0.325 1.569 2.555 -0.485
F -0.418 1.483 3.914 0.133
F 0.696 2.424 2.273 0.133
F -1.470 2.144 2.100 0.141
C 1.294 -0.376 2.188 -0.490
F 1.585 -0.376 3.521 0.136
F 1.430 -1.657 1.740 0.114
F 2.246 0.361 1.558 0.139
H -2.201 -0.334 2.341 0.075
H -0.987 -0.862 3.585 0.100
H -1.176 -1.757 2.025 0.075
```

# 2
Here is a molecular structure, C11H13N2O6Zn from OMol25. Energies are from ωB97M-V/def2-TZVPD.

Calculated values
- Relative energy (zero: lowest compared OMol25 entry of this formula, charge and spin): 0.0 kcal per mole
- HOMO energy: -10.92 eV
- Total charge: +1
- Kohn-Sham gap: 6.56 eV

The geometry in XYZ format:
```
33
Properties=species:S:1:pos:R:3:lowdin_charge:R:1
O 1.919 -3.982 1.197 0.029
C 1.302 -4.148 0.238 0.053
Zn -0.714 -0.730 -2.087 0.612
C -1.639 -0.614 -4.048 0.082
O -2.145 -0.542 -5.075 0.190
C -0.440 -3.463 -2.794 -0.314
O -0.945 -3.991 -3.766 0.074
C -1.306 -2.740 -1.779 -0.358
O -2.016 -3.283 -0.969 0.041
C 1.400 -1.197 -2.605 0.050
O 2.472 -1.604 -2.685 0.163
H 0.648 -3.434 -2.512 0.076
C 0.470 2.195 -1.241 -0.024
N 0.277 1.932 0.179 -0.079
C 1.150 2.648 1.100 -0.141
C 0.519 2.653 2.473 -0.146
C 0.191 1.257 2.935 -0.144
N -0.599 0.614 1.899 -0.079
C -1.289 -0.595 2.321 -0.006
C -0.375 0.814 0.581 -0.389
O -0.864 -0.047 -0.245 -0.088
H -0.498 2.150 -1.760 0.091
H 1.149 1.461 -1.709 0.071
H 0.889 3.205 -1.322 0.106
H 2.148 2.174 1.123 0.143
H 1.244 3.659 0.696 0.129
H -0.415 3.230 2.395 0.136
H 1.175 3.144 3.201 0.132
H -0.436 1.250 3.833 0.132
H 1.113 0.672 3.135 0.147
H -0.631 -1.483 2.274 0.107
H -1.616 -0.451 3.365 0.104
H -2.138 -0.754 1.652 0.100
```

# 3
Here is a single C11H13N2P molecule from OMol25. Energies are from ωB97M-V/def2-TZVPD.

Calculated values
- Relative energy (zero: lowest compared OMol25 entry of this formula, charge and spin): 49.7 kcal per mole
- HOMO energy: -8.99 eV
- Structure (SMILES): [H]/P=C/[C@H]1CCCC(c2ccccn2)=N1
- Kohn-Sham gap: 9.25 eV

The geometry in XYZ format:
```
27
Properties=species:S:1:pos:R:3:lowdin_charge:R:1
C -0.048 1.671 -3.421 -0.072
C 1.067 2.494 -3.300 -0.050
C -0.439 0.935 -2.306 -0.034
C 1.874 2.476 -2.096 -0.100
C 0.329 0.991 -1.171 -0.201
C -0.041 0.242 0.090 -0.254
C -1.100 -3.084 0.615 -0.432
C 0.718 0.719 1.285 -0.167
C -0.038 0.401 2.530 -0.239
C -0.448 -1.080 2.528 -0.217
C -1.230 -1.424 1.232 -0.350
N 1.479 1.744 -1.068 0.088
N -0.926 -0.664 0.040 0.083
P -0.564 -4.248 1.668 0.783
H -0.541 1.392 -4.360 0.112
H 1.234 3.286 -3.999 0.085
H -1.034 0.028 -2.402 0.114
H 2.632 3.178 -1.989 0.081
H -1.444 -2.762 -0.316 -0.001
H 1.643 0.038 1.339 0.153
H 0.928 1.858 1.088 0.146
H 0.491 0.599 3.550 0.148
H -0.986 0.847 2.399 0.094
H 0.522 -1.734 2.599 0.110
H -1.121 -1.222 3.465 0.134
H -2.373 -1.341 1.254 0.144
H -0.585 -5.339 0.748 -0.159
```

# 4
Here is a single C11H13NO molecule from OMol25. Energies are from ωB97M-V/def2-TZVPD.

Calculated values
- Relative energy (zero: lowest compared OMol25 entry of this formula, charge and spin): 3.6 kcal per mole
- HOMO energy: -8.76 eV
- Structure (SMILES): CCc1cccc(CC)c1N=C=O
- Kohn-Sham gap: 9.56 eV

The geometry in XYZ format:
```
26
Properties=species:S:1:pos:R:3:lowdin_charge:R:1
C -1.319 1.814 2.431 -0.111
C -1.926 1.561 1.044 -0.226
C -1.396 0.398 0.248 -0.201
C -2.190 -0.712 -0.020 -0.036
C -1.727 -1.821 -0.770 -0.075
C -0.435 -1.799 -1.248 -0.055
C 0.378 -0.655 -1.107 -0.131
C 1.862 -0.729 -1.477 -0.196
C 2.666 -1.567 -0.515 -0.075
C -0.133 0.396 -0.327 -0.159
C 1.762 1.929 -0.213 -0.308
H -1.718 2.706 2.875 0.048
H -0.192 1.926 2.304 0.074
H -1.498 0.889 3.167 0.115
H -3.055 1.529 1.039 0.121
H -1.667 2.471 0.432 0.120
H -3.219 -0.720 0.417 0.121
H -2.429 -2.604 -1.057 0.103
H -0.065 -2.646 -1.807 0.112
H 2.249 0.235 -1.629 0.072
H 1.940 -1.179 -2.446 0.108
H 2.937 -0.984 0.383 0.089
H 2.143 -2.519 -0.274 0.094
H 3.575 -1.820 -0.935 0.042
N 0.659 1.514 -0.016 0.193
O 2.799 2.387 -0.500 0.162
```

# 5
Here is a single C11H13NO3 molecule from OMol25. Energies are from ωB97M-V/def2-TZVPD.

Calculated values
- Relative energy (zero: lowest compared OMol25 entry of this formula, charge and spin): 111.5 kcal per mole
- HOMO energy (alpha / beta): -7.89 / -7.89 eV
- Structure (SMILES): [O-]/[N+](=C\c1ccccc1)C1OCCCO1
- Kohn-Sham gap (alpha / beta): 8.39 / 8.39 eV

The geometry in XYZ format:
```
28
Properties=species:S:1:pos:R:3:lowdin_charge:R:1
C -4.345 0.308 -0.522 -0.098
C -3.867 -1.018 -0.399 -0.077
C -3.647 1.402 -0.140 -0.096
C -2.685 -1.210 0.244 -0.041
C -2.360 1.211 0.366 -0.003
C -1.830 -0.113 0.616 -0.156
C -0.510 -0.330 1.043 -0.057
C 3.370 -0.389 -1.052 -0.171
C 3.076 1.034 -0.525 -0.171
C 2.337 -1.363 -0.521 -0.204
C 2.051 -0.034 1.394 -0.231
N 0.445 0.542 1.149 -0.146
O 0.430 1.768 0.998 -0.033
O 2.936 0.914 0.906 -0.060
O 2.257 -1.274 0.868 -0.012
H -5.287 0.463 -1.014 0.096
H -4.429 -1.830 -0.686 0.077
H -3.974 2.450 -0.199 0.116
H -2.256 -2.201 0.197 0.107
H -1.815 2.105 0.613 0.089
H -0.107 -1.265 1.005 0.095
H 3.470 -0.256 -2.192 0.140
H 4.441 -0.638 -0.780 0.129
H 3.987 1.771 -0.730 0.165
H 2.138 1.368 -1.054 0.129
H 1.373 -1.212 -1.152 0.161
H 2.644 -2.290 -0.860 0.097
H 2.157 0.085 2.428 0.154
```

# 6
Here is a single C11H13NSi molecule from OMol25. Energies are from ωB97M-V/def2-TZVPD.

Calculated values
- Relative energy (zero: lowest compared OMol25 entry of this formula, charge and spin): 4.2 kcal per mole
- HOMO energy: -7.28 eV
- Structure (SMILES): C[Si]1(C)CC(=C=N)c2ccccc21
- Kohn-Sham gap: 8.11 eV

The geometry in XYZ format:
```
26
Properties=species:S:1:pos:R:3:lowdin_charge:R:1
C 2.594 2.588 -0.209 -0.071
C 1.281 3.105 -0.172 -0.087
C 2.775 1.228 -0.021 -0.036
C 0.176 2.265 -0.025 -0.112
C 1.688 0.363 0.173 -0.227
C 0.403 0.929 0.079 -0.192
C 1.852 -1.035 0.299 -0.250
C 2.922 -1.799 0.248 -0.170
C 0.460 -1.786 0.297 -0.163
C -2.197 -0.489 1.486 -0.194
C -1.928 -0.669 -1.734 -0.154
N 3.716 -2.674 0.381 0.154
Si -0.999 -0.475 0.122 0.768
H 3.469 3.223 -0.213 0.099
H 1.095 4.139 -0.195 0.077
H 3.795 0.986 0.082 0.096
H -0.793 2.749 -0.009 0.103
H 0.608 -2.546 -0.503 0.078
H 0.537 -2.359 1.207 0.061
H -2.410 -1.429 1.858 0.004
H -1.843 0.074 2.303 0.014
H -3.121 0.127 1.373 0.058
H -2.923 -1.089 -1.667 -0.002
H -1.756 0.241 -2.296 0.000
H -1.360 -1.485 -2.226 0.008
H 4.274 -3.324 -0.313 0.137
```

# 7
Here is a single C11H14 molecule from OMol25. Energies are from ωB97M-V/def2-TZVPD.

Calculated values
- Relative energy (zero: lowest compared OMol25 entry of this formula, charge and spin): 420.7 kcal per mole
- HOMO energy: -5.09 eV
- Structure (SMILES): C1[C@]2(C[C@]23CC3)[C@@]12C[C@]21CC1
- Kohn-Sham gap: 5.24 eV

The geometry in XYZ format:
```
25
Properties=species:S:1:pos:R:3:lowdin_charge:R:1
C -1.459 -1.113 2.388 -0.076
C -2.105 -2.308 1.775 -0.132
C 2.507 2.051 -1.386 -0.091
C 1.885 0.838 -1.987 -0.056
C -1.510 -1.138 -0.400 -0.030
C -0.104 2.050 -0.617 -0.010
C 0.850 -0.340 0.440 -0.040
C -1.015 -1.576 0.948 -0.380
C 1.330 1.492 -0.643 -0.240
C -0.683 -0.207 0.468 -0.297
C 0.177 0.493 -0.575 -0.292
H -0.805 -1.496 3.169 0.114
H -2.141 -0.203 2.512 0.135
H -1.659 -3.307 2.063 0.108
H -3.072 -2.475 1.266 0.104
H 2.450 3.007 -1.968 0.126
H 3.507 1.918 -1.077 0.082
H 2.629 0.046 -1.907 0.121
H 1.243 1.003 -2.867 0.125
H -2.504 -0.920 -0.491 0.077
H -1.012 -1.739 -1.222 0.145
H -0.606 2.509 -1.520 0.113
H -0.575 2.569 0.274 0.124
H 1.334 0.021 1.385 0.148
H 1.339 -1.176 -0.026 0.122
```

# 8
Here is a molecular structure, C11H14AuN2O8P2S from OMol25. Energies are from ωB97M-V/def2-TZVPD.

Calculated values
- Relative energy (zero: lowest compared OMol25 entry of this formula, charge and spin): 0.0 kcal per mole
- HOMO energy (alpha / beta): -12.55 / -12.69 eV
- Spin multiplicity: 3
- Total charge: +1
- Kohn-Sham gap (alpha / beta): 9.11 / 6.22 eV

The geometry in XYZ format:
```
39
Properties=species:S:1:pos:R:3:lowdin_charge:R:1
Au 0.235 0.653 0.487 1.072
O 0.565 -0.104 2.628 -0.113
C 1.840 0.312 3.085 -0.150
C 2.838 0.569 1.983 -0.237
C 4.202 0.498 2.229 0.008
C 5.086 0.769 1.199 -0.014
C 4.583 1.089 -0.053 -0.009
C 3.211 1.153 -0.222 -0.078
N 2.374 0.911 0.780 -0.005
H 0.524 -1.066 2.484 0.089
H 2.245 -0.411 3.797 0.143
H 1.676 1.260 3.616 0.148
H 4.560 0.226 3.209 0.127
H 6.151 0.726 1.371 0.124
H 5.238 1.291 -0.883 0.122
H 2.769 1.403 -1.176 0.118
O -0.805 -1.003 -3.083 -0.110
P 0.494 -0.643 -2.226 0.200
O 1.772 -0.758 -2.921 -0.233
O 0.130 0.743 -1.652 -0.417
O 0.445 -1.680 -0.979 -0.284
P -0.918 -1.981 -0.127 0.207
O -0.208 -2.588 1.185 -0.114
O -1.845 -2.879 -0.807 -0.231
O -1.478 -0.622 0.287 -0.370
H -0.631 -1.740 -3.672 0.106
H -0.218 -3.543 1.115 0.093
S -1.713 2.510 0.265 0.826
C -2.896 1.472 -0.434 -0.694
N -2.645 0.918 -1.633 0.081
C -3.479 0.054 -2.211 -0.014
C -4.668 -0.285 -1.600 0.018
C -4.975 0.279 -0.362 0.007
C -4.099 1.180 0.213 -0.042
H -1.690 1.035 -2.006 0.111
H -3.169 -0.370 -3.154 0.139
H -5.326 -1.008 -2.056 0.129
H -5.885 0.003 0.152 0.129
H -4.291 1.629 1.174 0.120
```

# 9
Here is a molecular structure, C11H14BCaF3N6 from OMol25. Energies are from ωB97M-V/def2-TZVPD.

Calculated values
- HOMO energy: -7.89 eV
- Kohn-Sham gap: 7.94 eV

The geometry in XYZ format:
```
36
Properties=species:S:1:pos:R:3:lowdin_charge:R:1
H 0.855 -1.820 -2.252 0.109
N -0.801 -0.746 -1.442 -0.053
B -3.169 0.109 -0.939 -0.494
N -2.173 -0.842 -1.665 -0.040
C -2.426 -1.794 -2.577 -0.083
Ca 0.181 0.944 0.058 1.286
H -3.445 -2.005 -2.865 0.118
C -1.213 -2.352 -2.981 -0.064
H -1.063 -3.132 -3.702 0.084
C -0.223 -1.671 -2.239 -0.131
H -4.293 -0.118 -1.269 0.114
C 1.676 2.581 1.050 -0.102
H 2.680 2.638 1.492 0.066
H 1.033 2.051 1.775 0.022
H 1.303 3.603 0.900 0.049
N -2.754 1.560 -1.323 -0.024
N -2.994 -0.052 0.604 -0.032
N -1.471 2.042 -1.028 -0.113
N -1.757 0.142 1.215 -0.071
C -3.459 2.489 -1.987 -0.067
C -3.917 -0.370 1.528 -0.076
H -4.475 2.276 -2.292 0.125
H -4.940 -0.558 1.218 0.123
C -2.658 3.620 -2.152 -0.065
C -3.300 -0.393 2.774 -0.070
C -1.430 3.305 -1.542 -0.139
C -1.950 -0.082 2.534 -0.137
H -2.929 4.532 -2.644 0.087
H -3.763 -0.606 3.722 0.089
H -0.540 3.923 -1.463 0.101
H -1.136 -0.014 3.249 0.108
H 1.803 2.069 0.027 0.004
F 3.361 -0.407 -0.133 -0.061
C 2.237 -0.652 0.651 -0.559
F 1.994 -2.008 0.509 -0.045
F 2.681 -0.509 1.962 -0.059
```

# 10
Here is a molecular structure, C11H14BCdF3N6 from OMol25. Energies are from ωB97M-V/def2-TZVPD.

Calculated values
- Relative energy (zero: lowest compared OMol25 entry of this formula, charge and spin): 11.1 kcal per mole
- HOMO energy: -8.62 eV
- Kohn-Sham gap: 8.67 eV

The geometry in XYZ format:
```
36
Properties=species:S:1:pos:R:3:lowdin_charge:R:1
H -3.612 -1.698 0.921 0.102
N -1.497 -1.420 0.609 -0.128
B 1.127 -1.525 1.166 -0.473
N -0.380 -1.979 1.200 -0.013
C -0.772 -3.064 1.890 -0.064
Cd -1.896 -0.456 -1.269 1.396
H -0.024 -3.688 2.342 0.121
C -2.157 -3.125 1.877 -0.068
H -2.762 -3.848 2.376 0.089
C -2.599 -2.054 1.103 -0.155
H 1.800 -2.434 1.534 0.105
C -0.472 5.045 -1.573 -0.037
H 0.245 5.686 -2.077 0.019
H -0.493 4.076 -2.064 0.012
H -0.174 4.918 -0.535 0.013
N 1.488 -0.224 2.020 -0.052
N 1.351 -1.284 -0.350 -0.041
N 0.802 0.846 1.590 0.008
N 0.474 -0.636 -1.193 -0.073
C 2.305 0.164 3.049 -0.082
C 2.408 -1.732 -1.056 -0.069
H 2.952 -0.565 3.503 0.100
H 3.134 -2.383 -0.597 0.121
C 2.078 1.549 3.279 -0.080
C 2.306 -1.224 -2.344 -0.073
C 1.094 1.906 2.340 -0.174
C 1.083 -0.540 -2.398 -0.157
H 2.521 2.227 3.982 0.074
H 3.022 -1.335 -3.129 0.086
H 0.548 2.815 2.115 0.092
H 0.635 -0.005 -3.229 0.098
H -1.424 5.479 -1.615 -0.008
F -2.604 0.911 -4.080 0.015
C -3.051 0.222 -2.992 -0.572
F -4.382 0.528 -2.906 0.002
F -3.076 -1.152 -3.488 -0.135
```

# 11
Here is a molecular structure, C11H14BHfN7O from OMol25. Energies are from ωB97M-V/def2-TZVPD.

Calculated values
- HOMO energy: -16.73 eV
- Total charge: +2
- Kohn-Sham gap: 9.20 eV

The geometry in XYZ format:
```
35
Properties=species:S:1:pos:R:3:lowdin_charge:R:1
H -0.149 3.292 2.230 0.138
N -0.180 2.029 0.526 0.075
B 0.393 0.694 -1.589 -0.414
N 0.490 1.948 -0.650 0.026
C 1.416 2.923 -0.643 0.015
Hf -0.818 -1.308 1.117 1.620
H 2.083 3.041 -1.482 0.152
C 1.298 3.646 0.542 0.025
H 1.892 4.489 0.836 0.127
C 0.267 3.060 1.263 0.006
H 0.738 0.972 -2.701 0.138
C -0.841 -3.451 1.392 -0.278
H -1.211 -3.755 2.382 0.019
H 0.152 -3.903 1.256 0.008
H -1.507 -3.912 0.646 0.008
N -1.040 0.082 -1.569 0.036
N 1.380 -0.344 -0.940 -0.012
N -1.518 -0.556 -0.423 -0.217
N 1.092 -0.975 0.260 -0.115
C -1.949 -0.031 -2.538 0.043
C 2.624 -0.668 -1.320 0.004
H -1.743 0.381 -3.516 0.162
H 3.022 -0.272 -2.244 0.151
C -3.075 -0.694 -2.040 0.031
C 3.178 -1.519 -0.366 0.010
C -2.807 -1.009 -0.721 -0.035
C 2.210 -1.686 0.621 -0.061
H -3.979 -0.905 -2.584 0.135
H 4.160 -1.955 -0.385 0.125
H -3.421 -1.492 0.027 0.140
H 2.218 -2.274 1.529 0.130
H -1.029 1.498 0.698 0.127
O -1.085 1.775 4.253 0.178
C -1.116 0.886 3.469 -0.422
N -1.141 -0.009 2.663 -0.074
```

# 12
Here is a molecular structure, C11H14BN7PbS from OMol25. Energies are from ωB97M-V/def2-TZVPD.

Calculated values
- Relative energy (zero: lowest compared OMol25 entry of this formula, charge and spin): 6.1 kcal per mole
- HOMO energy (alpha / beta): -14.87 / -14.86 eV
- Total charge: +2
- Kohn-Sham gap (alpha / beta): 2.70 / 2.70 eV

The geometry in XYZ format:
```
35
Properties=species:S:1:pos:R:3:lowdin_charge:R:1
C -1.727 -2.555 2.008 -0.117
N -0.990 -1.864 1.116 -0.145
N -1.366 -2.301 -0.144 -0.016
C -2.320 -3.241 -0.026 -0.019
C -2.559 -3.454 1.331 -0.016
B -0.728 -1.701 -1.430 -0.491
N -1.017 -0.168 -1.449 -0.017
N -0.592 0.658 -0.421 -0.084
C -0.946 1.913 -0.769 -0.139
C -1.625 1.886 -2.008 -0.021
C -1.645 0.543 -2.397 -0.024
Pb 0.664 -0.259 1.594 1.333
N 0.814 -1.763 -1.354 -0.005
N 1.473 -1.209 -0.264 -0.200
C 2.805 -1.175 -0.561 -0.134
C 2.986 -1.719 -1.845 -0.021
C 1.707 -2.071 -2.308 -0.009
H 3.522 -0.743 0.144 0.111
H 1.356 -2.516 -3.242 0.149
H 3.933 -1.826 -2.357 0.112
H -1.150 -2.225 -2.412 0.130
H -2.049 0.025 -3.254 0.141
H -2.711 -3.707 -0.929 0.145
H -2.031 2.702 -2.560 0.101
H -3.230 -4.178 1.745 0.111
H -0.719 2.766 -0.141 0.088
H -1.654 -2.374 3.065 0.116
H 3.325 3.550 -0.370 0.099
C 2.619 4.140 0.221 0.595
H 2.057 4.941 -0.281 0.105
H -1.434 3.886 3.494 -0.073
H 2.801 4.236 1.296 0.096
S -0.545 2.850 3.551 0.684
C 0.216 3.321 4.981 -0.712
N 0.757 3.633 5.978 0.126
```

In eV/A, the maximum force values for the records above are, in order, 4.77, 4.17, 5.08, 3.03, 3.93, 4.54, 4.94, 1.10, 3.49, 2.32, 8.51, 3.25.